A 9-piece molecular cluster, C24H71N13O9 overall, computed with ωB97M-V/def2-TZVPD.

Geometry as XYZ:
```
117
Properties=species:S:1:pos:R:3
C 10.88426 -3.94250 9.64108
O 9.59990 -4.06542 9.12034
C 9.50011 -3.83641 7.68361
C 7.99141 -3.75170 7.18139
C 7.53885 -5.15815 6.75178
N 7.95436 -2.97306 6.00323
H 11.38544 -3.01201 9.37447
H 11.46877 -4.72211 9.15254
H 10.93195 -4.06237 10.72343
H 9.97107 -2.86502 7.53300
H 10.04564 -4.60580 7.13724
H 7.28809 -3.40088 7.93662
H 7.59324 -5.80295 7.62892
H 8.25674 -5.70816 6.14332
H 6.50466 -5.15913 6.40746
H 8.08712 -3.58514 5.21087
H 8.74936 -2.35011 6.00614
C -12.08730 -3.52079 -0.41002
O -10.70260 -3.17624 -0.39035
C -10.50017 -1.79528 -0.04683
C -9.14010 -1.52714 -0.65772
C -7.91003 -2.45063 -0.19408
N -8.66833 -0.15197 -0.39106
H -12.06364 -4.60097 -0.55404
H -12.55799 -3.05989 -1.27843
H -12.56879 -3.32938 0.54896
H -11.19953 -1.12250 -0.54318
H -10.39194 -1.53380 1.00579
H -9.22207 -1.72131 -1.72715
H -7.69483 -2.21215 0.84752
H -6.92842 -2.13155 -0.54446
H -7.87510 -3.53029 -0.33969
H -8.95142 0.07706 0.55101
H -7.66312 -0.05930 -0.35838
C -3.05679 5.97197 -1.74854
O -1.65802 6.08504 -1.32271
C -0.68648 5.80967 -2.34018
C 0.83428 5.99208 -1.93345
C 1.79003 6.26857 -3.10991
N 1.32835 4.81241 -1.36053
H -3.28293 6.95982 -2.14991
H -3.82096 5.97519 -0.97128
H -3.31032 5.34432 -2.60287
H -0.88563 4.78503 -2.65411
H -0.89784 6.48775 -3.16701
H 0.97678 6.75405 -1.16715
H 2.75284 6.62770 -2.74643
H 1.36082 7.06069 -3.72345
H 1.98789 5.45526 -3.80811
H 0.64323 4.72819 -0.62322
H 0.97352 4.16062 -2.04563
C -1.70938 2.32924 -7.70426
O -2.33431 3.30529 -8.57147
C -1.35228 4.15870 -9.25986
C -2.08918 5.45913 -9.50498
C -3.39146 5.50798 -10.35423
N -1.18092 6.54497 -9.89059
H -0.94786 2.87717 -7.14931
H -1.20552 1.54742 -8.27260
H -2.50140 1.91718 -7.07897
H -0.55349 4.44250 -8.57465
H -0.91038 3.59998 -10.08489
H -2.47977 5.78278 -8.54020
H -4.23122 4.92761 -9.97204
H -3.23436 5.12550 -11.36276
H -3.64383 6.56729 -10.40175
H -1.67273 7.36487 -10.21616
H -0.52096 6.84561 -9.18761
C -4.38067 3.00957 10.11239
O -4.16225 2.13312 8.99054
C -3.72060 2.86568 7.83073
C -3.33856 1.78281 6.82361
C -2.09589 0.95160 7.28078
N -2.95594 2.35056 5.53399
H -3.46871 3.47984 10.48018
H -4.95468 2.53268 10.90687
H -4.92773 3.86438 9.71474
H -4.57274 3.46871 7.51720
H -2.87051 3.45758 8.16999
H -4.29678 1.28441 6.67689
H -2.10253 0.83262 8.36424
H -1.13526 1.46613 7.25747
H -2.03076 0.00606 6.74242
H -3.54293 3.11438 5.23045
H -2.92013 1.58914 4.87136
N -1.45056 -6.91907 -6.09329
C -2.10459 -5.90170 -6.48854
N -1.88285 -5.51338 -7.67072
O -2.78550 -5.21223 -5.75252
H -1.75109 -7.27101 -5.19556
H -0.56782 -7.25179 -6.45408
H -2.44969 -4.72638 -7.95254
H -1.41038 -6.15846 -8.28778
N 0.85764 -3.44928 -0.60759
C 0.93807 -2.34637 0.08853
N 1.78771 -2.33132 1.07849
O 0.28528 -1.32289 -0.19658
H 0.29292 -3.17420 -1.39850
H 1.38012 -4.30620 -0.49438
H 1.80332 -1.60008 1.77501
H 2.30322 -3.19360 1.18253
N 6.38322 -9.22111 -1.31661
C 5.61654 -8.18445 -1.51456
N 6.22798 -7.12012 -1.95172
O 4.44499 -8.12616 -1.16035
H 7.37121 -9.33092 -1.49523
H 5.93113 -9.98056 -0.82777
H 7.14499 -7.28786 -2.34037
H 5.78926 -6.21205 -2.00691
N 8.01239 2.05368 0.18554
C 8.60735 3.18856 0.21047
N 7.77632 4.20370 -0.06418
O 9.78380 3.33369 0.37144
H 7.00471 1.99136 0.15732
H 8.66580 1.28362 0.19848
H 6.81698 4.02814 -0.32672
H 7.93889 5.13461 0.29232
```

Properties
* LUMO energy: 0.3 eV

A 9-piece molecular cluster, C24H71N13O9 overall, computed with ωB97M-V/def2-TZVPD.

Geometry as XYZ:
```
117
Properties=species:S:1:pos:R:3
C 3.63380 -0.39231 -9.23235
O 3.11197 -0.40644 -7.85599
C 3.18500 0.80100 -7.12796
C 2.20152 0.43628 -5.99198
C 2.18681 1.47793 -4.86650
N 2.71383 -0.76980 -5.28664
H 4.37663 -1.16633 -9.42524
H 4.15710 0.55571 -9.35694
H 2.86896 -0.45260 -10.00661
H 4.21288 0.89127 -6.77665
H 2.89061 1.73559 -7.60542
H 1.26231 0.14399 -6.46161
H 1.42449 1.25333 -4.12050
H 2.09832 2.51672 -5.18460
H 3.08564 1.50694 -4.25058
H 2.75758 -1.60616 -5.85116
H 2.00955 -0.94706 -4.58474
C 2.26254 -5.25225 -0.70430
O 2.60114 -3.91820 -1.09689
C 3.51673 -3.32355 -0.19276
C 3.64947 -1.80538 -0.37077
C 3.99968 -1.45827 -1.84793
N 4.83290 -1.39646 0.36211
H 1.75553 -5.33536 0.25702
H 3.15306 -5.87546 -0.62265
H 1.67454 -5.80199 -1.43925
H 3.11556 -3.37932 0.81919
H 4.44305 -3.88988 -0.28915
H 2.78157 -1.25593 -0.00616
H 4.24041 -0.41720 -2.06315
H 3.14933 -1.58727 -2.51753
H 4.92105 -1.98899 -2.08775
H 4.63720 -1.58996 1.33389
H 5.06386 -0.41412 0.40408
C -1.81832 2.10198 7.21536
O -1.41152 1.73445 5.91373
C -1.73821 2.66513 4.90831
C -0.95116 2.44562 3.65380
C 0.57097 2.52577 3.94305
N -1.39395 3.41847 2.67134
H -2.87573 1.96177 7.43969
H -1.75060 3.18857 7.26870
H -1.29642 1.51162 7.96848
H -2.79182 2.51033 4.67581
H -1.60075 3.66656 5.31615
H -1.17629 1.45924 3.24826
H 1.10451 3.44078 4.20035
H 1.10131 2.04996 3.11816
H 0.70294 1.94200 4.85404
H -1.09334 3.15142 1.74483
H -2.39723 3.37321 2.77854
C -4.97159 -2.72186 2.89738
O -4.64348 -1.36576 2.82004
C -3.75790 -1.06410 1.75425
C -4.43458 -0.85422 0.43132
C -4.50598 -2.10710 -0.53796
N -3.96125 0.25407 -0.38576
H -5.28199 -3.17111 1.95402
H -5.73489 -2.81025 3.67047
H -4.12332 -3.29254 3.27533
H -3.26222 -0.10490 1.90369
H -2.99137 -1.83460 1.67138
H -5.49074 -0.62456 0.57235
H -5.03488 -2.99427 -0.18969
H -3.49484 -2.42245 -0.79535
H -4.95096 -1.86725 -1.50366
H -4.57870 0.35095 -1.17916
H -4.17421 1.10266 0.11886
C 0.36938 -1.10201 2.17270
O 0.32188 -1.88142 3.34582
C -0.83667 -1.45779 4.18514
C -0.97601 -2.16655 5.59641
C -1.50061 -3.59746 5.62858
N -1.81704 -1.31299 6.47615
H -0.40066 -1.28653 1.42364
H 1.35832 -1.09349 1.71442
H 0.47748 -0.02675 2.31493
H -0.75608 -0.39848 4.42902
H -1.71917 -1.65496 3.57653
H -0.02012 -2.07843 6.11275
H -2.26956 -3.79474 6.37551
H -0.73485 -4.35954 5.77329
H -1.93903 -3.83074 4.65829
H -2.79147 -1.33457 6.21133
H -1.55414 -0.34516 6.35667
N -1.42398 -2.31645 -3.02135
C -0.17614 -2.30562 -2.75521
N 0.21228 -3.53567 -2.51529
O 0.54896 -1.31113 -2.71954
H -1.97113 -3.15846 -3.12975
H -1.75496 -1.38920 -3.24666
H -0.31973 -4.34034 -2.81454
H 1.19405 -3.74165 -2.39781
N 2.92600 3.80735 -0.75258
C 2.20054 4.13696 -1.78589
N 2.76501 3.74592 -2.89049
O 1.09916 4.70572 -1.70530
H 3.69652 3.21761 -1.03295
H 2.59497 3.99564 0.18287
H 2.32298 4.06240 -3.74169
H 3.68702 3.34109 -2.81227
N -1.49491 6.13084 -1.46564
C -2.48128 5.56844 -0.86627
N -2.20421 4.34937 -0.57256
O -3.54513 6.07130 -0.72522
H -0.57920 5.71233 -1.54584
H -1.65681 7.04617 -1.86068
H -1.21013 4.20955 -0.46144
H -2.84335 3.88290 0.05513
N 1.02428 0.75729 -0.75223
C -0.14167 1.12672 -0.37978
N -1.07583 0.24827 -0.62374
O -0.36914 2.12107 0.29454
H 0.93336 0.03410 -1.45138
H 1.88678 1.23417 -0.53134
H -2.07394 0.40104 -0.60048
H -0.74871 -0.59448 -1.07414
```

Properties
* LUMO energy: 0.0 eV

Orbital gap for every record listed, in sequence, given in eV: 9.26 8.52.
ΔE to the lowest compared entry with this formula, charge and spin for every record listed, in sequence, given in kJ/mol: 699.5 437.9.
E_HOMO for every record listed, in sequence, given in eV: -8.95 -8.48.